# 1
This record from the OMol25 dataset describes C28H42Ag2As2F12N2O16 as an isolated structure. The level of theory is ωB97M-V with the def2-TZVPD basis set.

Atoms and positions in Å:
Ag1 1.45981 28.40691 -17.13615
Ag2 3.93369 26.54854 -20.99409
As1 4.71390 28.98114 -17.82235
As2 2.03232 24.53832 -18.27728
F1 3.22652 25.40357 -19.26966
F2 3.64576 28.12254 -16.63952
F3 0.71194 23.83593 -17.25668
F4 2.68604 22.95828 -18.70493
F5 3.17996 29.73634 -18.47432
F6 4.94828 30.41203 -16.71961
F7 1.22909 26.14320 -17.92432
F8 3.16864 24.64136 -16.94636
F9 6.12897 28.21048 -16.98737
F10 5.70265 29.91124 -19.03562
F11 4.47152 27.59049 -18.94838
F12 0.90428 24.45592 -19.63281
O1 11.17120 33.75475 -14.82232
O2 7.26420 25.44415 -11.90161
O3 1.06488 27.12854 -15.00522
O4 2.02392 27.46038 -13.03570
O5 5.57152 25.53130 -13.37052
O6 11.87392 32.14564 -13.57912
O7 8.42739 26.63340 -21.16398
O8 0.68202 30.18116 -15.61003
O9 7.70891 25.92758 -23.01922
O10 7.65073 24.94243 -14.08968
O11 2.20064 30.36755 -26.93012
O12 0.31611 26.06661 -13.13660
O13 6.25706 27.02600 -21.55008
O14 2.55027 32.57333 -26.97682
O15 -0.08515 32.07407 -16.57175
O16 -1.49369 31.01997 -15.19919
N1 11.28127 32.57366 -14.53053
N2 2.59448 31.46422 -26.44074
C1 9.01017 29.63138 -16.47928
C2 3.37897 32.58065 -24.23947
C3 4.99295 25.49375 -14.68722
C4 9.03763 30.84540 -17.01810
C5 4.30001 31.21099 -22.46886
C6 1.05593 32.18775 -17.40546
C7 2.16344 32.97634 -16.67978
C8 8.46210 27.14625 -19.81843
C9 10.17536 30.35780 -14.52798
C10 -0.21436 31.03299 -15.76438
C11 10.35451 31.61343 -15.13140
C12 9.01016 25.98450 -10.17160
C13 3.92384 30.22399 -24.67623
C14 -1.91310 29.95010 -14.41954
C15 6.84810 25.12968 -13.21040
C16 -1.89857 25.91504 -14.18498
C17 9.66356 29.36390 -15.26294
C18 3.80407 32.41382 -22.92277
C19 -0.61418 25.21237 -13.76622
C20 3.37260 31.44262 -25.13428
C21 7.34090 26.53103 -21.84722
C22 9.72430 31.92875 -16.34575
C23 8.64244 25.61445 -11.58466
C24 6.54365 25.55106 -23.87592
C25 9.76645 26.58172 -19.26501
C26 1.08332 26.91024 -13.81680
C27 4.37031 30.10114 -23.33687
C28 2.85349 28.46146 -13.59475
H1 -2.75869 30.28324 -13.81781
H2 8.61339 31.10486 -17.97680
H3 5.66064 25.22013 -23.32922
H4 -1.74952 26.76138 -14.85551
H5 9.70257 25.49674 -19.34762
H6 8.27325 25.80955 -9.38772
H7 1.44003 31.24163 -17.78679
H8 6.25985 26.30664 -24.60848
H9 8.97527 26.43316 -12.22266
H10 3.79340 29.29352 -25.20877
H11 -2.53150 25.19345 -14.70152
H12 -0.18468 24.85909 -14.70367
H13 9.93438 25.41169 -10.09538
H14 9.41467 26.98956 -10.05191
H15 -2.33058 26.35539 -13.28634
H16 10.51776 30.21749 -13.51334
H17 3.76255 33.28845 -22.29055
H18 -2.10021 29.08272 -15.05259
H19 2.22407 32.73410 -15.61877
H20 9.71364 32.93179 -16.74600
H21 2.87666 33.47129 -24.58711
H22 9.57513 28.37591 -14.83577
H23 8.66550 28.83622 -17.12372
H24 4.62396 31.14090 -21.44098
H25 4.84869 24.52211 -15.15965
H26 10.67216 26.87604 -19.79526
H27 4.71386 29.13210 -23.00621
H28 1.89138 34.02728 -16.77779
H29 3.47052 27.85023 -14.25338
H30 5.76606 25.79246 -15.39516
H31 7.64815 26.88951 -19.14043
H32 -1.13523 29.56356 -13.76105
H33 4.03570 25.98352 -14.86580
H34 9.15430 24.67276 -11.78294
H35 2.33391 29.32395 -14.01220
H36 9.85992 26.88635 -18.22262
H37 3.68622 28.80541 -12.98127
H38 0.62248 32.77352 -18.21609
H39 3.11176 32.82227 -17.19463
H40 8.53673 28.23251 -19.86929
H41 7.02640 24.74820 -24.43310
H42 -0.76121 24.24524 -13.28545

Properties
**E_LUMO (alpha / beta)**: -6.083 / -9.762 eV
**HOMO-LUMO gap (alpha / beta)**: 5.2 / 1.5 eV
**2S+1**: 2
**Calculated total energy**: -8368.9224 a.u.
**⟨S²⟩**: 0.7740
**Charge**: +1

---

# 2
This record from the OMol25 dataset describes C2H3I2N as an isolated structure. The level of theory is ωB97M-V with the def2-TZVPD basis set.

Atoms and positions in Å:
I1 -4.39924 1.18150 -0.01303
I2 -2.47694 -2.10623 0.01827
N1 -2.39680 1.03425 0.05829
C1 -1.82431 -0.10080 0.00520
C2 -0.37165 -0.18916 -0.09048
H1 0.03640 -0.50427 -1.09223
H2 0.10723 0.84130 0.07648
H3 -0.05969 -0.94864 0.66543

Properties
**E_LUMO**: -0.264 eV
**HOMO-LUMO gap**: 9.1 eV
**Relative energy (zero: lowest compared OMol25 entry of this formula, charge and spin)**: 44.3 kJ/mol
**Calculated total energy**: -728.1059 a.u.
**Charge**: 0

---

# 3
This record from the OMol25 dataset describes a 19-piece molecular cluster, C79H103N11O24 overall. The level of theory is ωB97M-V with the def2-TZVPD basis set.

Atoms and positions in Å:
O1 -6.00725 -4.51666 4.63474
O2 -2.93624 2.37178 3.41445
O3 -2.17667 4.02865 6.95410
O4 -5.01367 2.90189 2.88574
O5 -3.37397 3.33331 1.44453
O6 -2.52129 -3.80960 1.20823
O7 3.60579 3.59617 -0.51918
O8 0.25963 3.14816 -5.83232
O9 0.72514 3.42050 -7.95341
O10 -4.28699 -3.99755 -0.20461
O11 2.34915 0.53309 -0.43356
O12 -2.38272 -3.63961 -1.03892
O13 2.36497 3.17412 -6.51794
O14 0.62487 -0.46681 0.62351
O15 -3.88179 3.18449 8.12984
O16 0.26507 5.48624 -0.26068
O17 -0.61943 4.46999 -2.05062
O18 0.18308 0.72650 -1.14959
O19 -3.84532 -4.89999 5.17302
O20 5.02869 1.99522 -1.01047
O21 -1.77038 3.30314 8.95282
O22 0.68268 6.29956 -2.28132
O23 -5.31465 -6.35994 5.85621
O24 4.21378 3.22602 -2.57250
N1 4.71664 -1.48712 5.97330
N2 5.73302 -1.95644 -0.62836
N3 -3.54118 -2.17040 -4.84803
N4 7.18565 -1.69370 -4.84155
N5 2.77996 3.79369 4.22474
N6 -3.78494 2.29682 -3.68932
N7 -6.10743 -0.94374 1.03849
N8 1.31000 -2.22787 -4.45756
N9 1.26679 -4.47522 3.03295
N10 -0.92596 -0.69130 5.39792
N11 0.88360 0.62118 -7.66050
C1 -0.10854 0.82584 7.08322
C2 6.15446 -2.79830 0.32533
C3 2.88419 3.34544 2.98309
C4 1.11515 -4.60018 -4.26200
C5 4.59277 -0.20412 6.21003
C6 -5.29955 -4.19930 0.82653
C7 -5.98548 1.51649 -3.13776
C8 1.07119 3.14084 -6.84318
C9 4.44078 -1.80357 -0.87950
C10 -3.14948 -1.78958 -6.06794
C11 1.11308 0.19677 7.15283
C12 -3.37464 -3.68550 4.63023
C13 -1.12910 0.37988 6.24852
C14 3.06189 -3.49516 -3.39335
C15 -1.96162 3.17868 1.17287
C16 0.24180 -1.30633 5.51538
C17 0.48956 6.41448 -3.70690
C18 0.20412 0.64164 -8.81724
C19 3.29308 3.05949 -7.60446
C20 4.21360 0.66797 5.19260
C21 0.76268 2.28225 3.02967
C22 -1.01402 -3.12991 -0.84539
C23 -0.71660 -5.65263 3.75294
C24 -1.71736 -0.85907 -3.96131
C25 3.51796 -2.67443 -0.37217
C26 5.32640 -0.55511 -5.82964
C27 -4.85445 2.99515 -1.71399
C28 5.15475 0.14937 -4.63996
C29 -4.17181 -0.53060 -0.24352
C30 -1.09190 2.88220 -5.94841
C31 5.21679 -3.64828 0.99869
C32 -2.91661 4.49373 5.88471
C33 -3.41260 -0.41557 0.89701
C34 1.87742 2.64187 2.31600
C35 5.91868 -0.13610 -3.50449
C36 -5.95635 2.25627 -1.95770
C37 -2.99996 -3.82544 0.08969
C38 -2.81327 -1.73739 -3.79417
C39 1.37039 -1.73322 -8.00703
C40 2.47861 -2.30119 -3.79097
C41 -4.89523 1.58621 -3.98905
C42 -1.99859 -1.02611 -6.29994
C43 -2.26285 2.54277 10.07460
C44 4.36257 -1.15281 3.66000
C45 2.00878 -5.30602 3.79863
C46 3.40954 4.35148 -2.96812
C47 1.42678 -0.56416 -7.29404
C48 0.02094 -6.47598 4.59260
C49 6.37013 -1.43437 -5.87831
C50 -0.06065 -4.66832 3.02622
C51 -5.11488 -5.18682 5.15703
C52 -0.00787 -0.50087 -9.58807
C53 4.24866 3.01467 -1.28544
C54 2.32367 -4.65796 -3.55340
C55 -1.29582 -0.54660 -5.21961
C56 0.64759 -3.40020 -4.71140
C57 -2.70017 3.49226 8.03915
C58 -5.37105 -0.84209 2.13534
C59 1.19887 6.41903 0.30091
C60 -6.60983 -7.00937 5.74399
C61 0.59049 1.41225 -2.34603
C62 -3.76407 3.01859 -2.55941
C63 4.51042 -1.99446 4.76205
C64 1.16324 0.27724 -0.34123
C65 5.01675 1.45369 0.36175
C66 -5.52408 -0.76839 -0.15385
C67 -5.88448 3.03205 1.72393
C68 0.10109 5.34597 -1.60647
C69 1.67204 3.51475 4.88536
C70 1.44816 -6.28371 4.57837
C71 6.95671 -1.05262 -3.67980
C72 -3.68775 2.80591 2.60167
C73 1.27122 -0.92685 6.33021
C74 0.60378 -1.69348 -9.17746
C75 4.13821 0.20882 3.87390
C76 1.44996 -0.82509 1.77092
C77 3.89607 -3.60306 0.61312
C78 0.64494 2.74200 4.31312
C79 -4.00018 -0.65256 2.13062
H1 -1.37793 3.40318 2.05937
H2 5.71268 0.40769 -2.59168
H3 2.06649 -6.92210 5.16732
H4 -3.09850 -3.90423 3.59784
H5 -0.25254 2.02429 -2.64366
H6 -4.75089 -4.06968 1.75321
H7 5.50820 -4.30342 1.83798
H8 -6.91457 2.92748 2.14368
H9 1.93260 0.58821 7.78969
H10 4.09661 1.70601 5.47984
H11 5.11309 0.39683 0.23309
H12 4.38233 -1.57906 2.62928
H13 -0.20398 1.59543 -9.19025
H14 -1.41839 2.53709 -4.98770
H15 2.88880 -5.52156 -3.27365
H16 -0.31069 -3.33533 -5.16459
H17 0.71673 -1.21703 2.50332
H18 -2.18849 5.03475 5.27951
H19 -2.34754 -0.17489 0.77826
H20 -1.08638 -2.24104 -0.19613
H21 3.26190 3.96306 -8.30926
H22 4.77405 0.13469 7.23365
H23 -3.06601 -2.11672 -2.78244
H24 2.98091 -1.31903 -3.63705
H25 3.10194 2.14225 -8.18880
H26 -6.43545 -7.93079 6.29023
H27 2.17953 -1.50465 6.28368
H28 -4.78381 1.05728 -4.92226
H29 0.00259 1.68183 2.62954
H30 -2.75775 3.25234 10.78318
H31 -5.96895 -3.35549 0.75351
H32 -0.57978 -3.94366 2.36051
H33 -5.81418 4.01556 1.29942
H34 3.82498 3.53827 2.43650
H35 -0.23735 1.75360 7.60711
H36 1.31496 7.25502 -0.40846
H37 2.20179 -1.52425 1.46780
H38 3.11684 -5.13510 3.71454
H39 -3.68748 -2.16692 -6.93355
H40 -7.37196 -6.43960 6.29032
H41 1.94528 0.07722 2.12233
H42 -2.84551 3.57613 -2.30671
H43 -6.87552 0.92827 -3.37674
H44 1.47313 2.05540 -2.10841
H45 0.43414 -2.21421 4.94294
H46 1.90865 -0.55042 -6.35391
H47 -1.59172 -0.99104 -7.27431
H48 1.07729 5.57239 -4.14168
H49 4.05684 -1.00928 -1.54743
H50 -1.27290 2.18831 -6.76493
H51 4.58907 -3.06376 4.65267
H52 2.17013 5.90440 0.46553
H53 -0.28490 -3.86406 -0.37615
H54 4.11211 1.75405 0.84799
H55 1.66770 3.87367 5.88392
H56 -1.56311 3.84520 -6.15802
H57 0.52029 -2.55475 -9.77338
H58 -1.78731 -5.81733 3.68339
H59 -4.81994 3.56414 -0.80220
H60 4.59625 -0.33502 -6.61203
H61 7.20817 -2.76190 0.47309
H62 -3.01806 1.80219 9.75777
H63 0.65309 -5.57674 -4.48177
H64 -0.43070 -7.28785 5.21584
H65 4.03758 0.95372 3.10022
H66 -0.56902 -0.40821 -10.52158
H67 2.50153 -2.52727 -0.66416
H68 -6.84458 2.19616 -1.34411
H69 0.95900 7.33618 -4.00779
H70 -1.38423 2.07593 10.54821
H71 -0.54058 6.35042 -4.08228
H72 0.79458 0.57976 -3.06910
H73 -0.72311 -2.88481 -1.83134
H74 -5.85046 -1.03345 3.09228
H75 -1.80658 3.83598 0.32015
H76 -2.52505 -3.43630 5.26793
H77 -6.19757 -0.78342 -0.98981
H78 4.06896 -3.43749 -3.09570
H79 6.50898 -1.94548 -6.80746
H80 -3.31600 3.60875 5.40886
H81 -5.60708 2.30992 0.93604
H82 -0.23529 2.63308 4.93889
H83 5.87445 1.92630 0.85335
H84 -1.14939 -0.61585 -3.08374
H85 3.12224 4.81414 -1.98470
H86 -0.44486 0.08770 -5.41615
H87 1.86501 -2.64114 -7.76600
H88 -6.80626 -7.15230 4.68328
H89 -1.83960 2.12025 0.94589
H90 0.72309 6.80739 1.18075
H91 -4.15197 -2.96237 4.69182
H92 2.55307 3.94086 -3.46790
H93 -3.68838 5.14652 6.27754
H94 2.07781 2.32299 1.30197
H95 -5.70760 -5.19334 0.72979
H96 3.20538 -4.34026 1.02285
H97 7.56983 -1.40606 -2.81886
H98 -2.10091 0.85129 6.10480
H99 4.21693 2.85672 -7.00174
H100 -3.45897 -0.43233 3.10330
H101 4.37095 0.91780 -4.57390
H102 3.93493 4.90460 -3.70717
H103 -3.70143 -0.40952 -1.21940

Properties
**E_LUMO**: 0.455 eV
**HOMO-LUMO gap**: 9.8 eV
**Calculated total energy**: -5480.0935 a.u.
**Charge**: 0

---

# 4
This record from the OMol25 dataset describes C19H24NO7PdS3 as an isolated structure. The level of theory is ωB97M-V with the def2-TZVPD basis set.

Atoms and positions in Å:
Pd1 0.29094 0.06320 0.45601
S1 -0.46642 -2.01990 -1.26646
S2 -1.86997 1.02538 -1.62198
S3 1.79525 -2.26824 1.34273
O1 -1.28767 -1.79515 -0.08646
O2 -1.22241 1.24995 -0.21390
O3 0.49275 -2.19324 1.96274
O4 2.91669 -2.65634 2.12739
O5 2.03162 -0.87509 0.72127
O6 0.43289 -0.77503 -1.35468
O7 -1.15212 -2.22833 -2.50000
N1 0.12058 0.96972 2.29075
C1 3.22952 3.61576 -0.21744
C2 2.37161 3.58241 0.87515
C3 -1.27419 0.79386 2.76505
C4 1.65376 -3.41264 -0.02010
C5 0.68527 -3.34838 -1.04118
C6 2.55099 -4.46480 -0.00687
C7 2.49020 -5.45933 -0.97780
C8 0.42352 2.42022 2.07714
C9 -4.16281 2.44237 -1.47179
C10 -3.41390 0.12786 -1.30268
C11 1.53304 -5.40045 -1.96942
C12 0.63393 -4.34026 -2.00502
C13 -2.70225 2.61778 -1.87862
C14 3.19464 2.61496 -1.17863
C15 -4.53222 1.00962 -1.84577
C16 2.31104 1.54282 -1.05929
C17 1.46191 1.58204 0.01259
C18 1.04577 0.42905 3.32667
C19 1.46219 2.54182 1.00373
H1 -2.58903 2.84599 -2.93874
H2 1.47795 -6.16950 -2.72750
H3 -1.45938 -0.27058 2.90328
H4 3.94387 4.42215 -0.31022
H5 -1.39349 1.30978 3.71974
H6 -3.33112 -0.86005 -1.74940
H7 0.92175 1.02440 4.23180
H8 -5.48900 0.70002 -1.42728
H9 0.81051 -0.61123 3.51515
H10 2.30625 0.72474 -1.76526
H11 -2.13366 3.34307 -1.29910
H12 2.07068 0.51242 2.96902
H13 0.73466 2.87036 3.02022
H14 -4.60564 0.90804 -2.93060
H15 -4.78783 3.17241 -1.98392
H16 -1.96122 1.20542 2.03169
H17 2.40999 4.36022 1.62789
H18 -0.49967 2.90487 1.75748
H19 3.87681 2.64223 -2.01750
H20 -3.44945 0.02895 -0.21701
H21 -4.27882 2.60110 -0.39837
H22 -0.10688 -4.27466 -2.78799
H23 3.29068 -4.50542 0.77969
H24 3.19790 -6.27637 -0.94617

Properties
**E_LUMO**: -4.612 eV
**HOMO-LUMO gap**: 7.9 eV
**Relative energy (zero: lowest compared OMol25 entry of this formula, charge and spin)**: 0.0 kJ/mol
**Calculated total energy**: -2642.0017 a.u.
**Charge**: +1